1.
{"formula": "C5H14NO", "method": "ωB97M-V with the def2-TZVPD basis set", "e_homo_ha": -0.457, "lumo_energy_ev": -3.30, "charge": 1, "species": ["C", "C", "C", "C", "C", "N", "H", "H", "H", "H", "H", "H", "H", "H", "H", "H", "H", "H", "H", "H", "O"], "coordinates": [[0.104496, -0.932925, -0.411050], [-0.281823, 0.381057, 0.200476], [0.564974, 0.767974, 1.387322], [0.156979, 1.392439, 2.483018], [1.055372, 2.042415, 3.490021], [0.229007, -0.843741, -1.901290], [-0.596474, -1.738017, -0.190966], [1.046513, -1.385382, -0.095386], [-1.341858, 0.527631, 0.437587], [-0.155785, 1.212590, -0.488648], [1.636994, 0.587196, 1.263189], [-0.873604, 1.369333, 2.740194], [1.183619, 3.082968, 3.206027], [1.990080, 1.492922, 3.614177], [0.600352, 2.080981, 4.479272], [0.585332, 0.060236, -2.211541], [-0.619600, -1.155838, -2.420846], [0.954784, -1.511366, -2.173263], [-2.019456, -2.791847, -3.828110], [-1.421469, -1.567598, -4.550915], [-1.534542, -1.974129, -3.682808]], "forces_ev_per_a": [[-0.2, -1.0, 0.0], [-0.2, 1.1, 1.1], [0.5, -0.1, 0.0], [0.5, -0.6, 0.2], [-0.3, -0.4, 0.4], [0.5, -0.8, -0.4], [-0.3, 0.2, -0.2], [0.2, 0.8, 0.4], [0.0, -0.7, 0.1], [0.4, 0.0, -0.6], [-0.1, 0.3, -0.1], [-1.0, 0.5, -0.2], [0.5, 0.1, -0.1], [0.2, 0.4, -0.3], [-0.2, -0.1, 0.0], [-0.4, 0.2, 0.1], [0.1, 0.3, -0.1], [-0.2, 0.0, -0.2], [-0.1, -0.1, 0.0], [-0.2, -0.1, 0.0], [0.2, 0.2, -0.1]], "mulliken_charge": [-0.47, -0.52, -0.32, -0.21, -1.14, -0.28, 0.32, 0.38, 0.35, 0.30, 0.25, 0.37, 0.27, 0.33, 0.34, 0.36, 0.34, 0.36, 0.31, 0.32, -0.67]}



2.
{"formula": "C5H14NO2", "method": "ωB97M-V with the def2-TZVPD basis set", "e_homo_ha": -0.106, "lumo_energy_ev": 2.25, "charge": -1, "species": ["C", "C", "N", "C", "C", "C", "O", "H", "H", "H", "H", "H", "H", "H", "H", "H", "H", "H", "H", "H", "H", "O"], "coordinates": [[-3.820965, 0.120859, 0.168842], [-2.519045, -1.301249, -0.000144], [-2.318458, 0.018399, -0.089870], [0.733117, 0.363967, -0.837043], [0.822920, 0.224331, 0.673320], [2.345949, -0.098729, 1.117090], [3.118914, 1.068433, 0.855933], [-4.039597, 0.347306, 1.198828], [-4.242097, 0.916406, -0.422469], [-4.614516, -0.701391, 0.033252], [-2.386725, -1.812273, 1.010513], [-2.580369, -2.054822, -0.773189], [0.285501, 0.943726, 1.306795], [1.260136, -0.460967, -1.229678], [1.125662, 1.296300, -1.296459], [-0.384587, 0.210729, -1.149278], [0.262153, -0.767096, 0.796572], [2.625003, -0.972069, 0.485209], [2.336489, -0.419868, 2.175109], [3.771499, 0.966909, -0.498044], [3.908942, 1.331177, -2.099069], [4.310067, 0.779927, -1.426227]], "forces_ev_per_a": [[-1.7, -0.6, 1.1], [2.0, 2.7, 1.9], [-1.4, -3.1, -1.0], [-2.5, 1.3, -0.3], [0.7, -2.6, 0.5], [-1.0, 2.9, -1.3], [-0.5, -1.8, 0.2], [0.3, 0.3, 0.8], [0.3, 0.3, -0.6], [1.2, 0.3, -0.5], [-0.8, 0.3, -0.4], [-0.2, -0.1, -1.1], [0.5, 0.1, -0.4], [0.8, -0.9, -0.7], [-0.2, -0.5, 0.5], [2.0, 0.6, 0.3], [0.4, 0.8, 0.5], [0.1, 0.1, 0.2], [0.1, 0.1, 0.0], [0.4, -0.3, -0.4], [-0.2, 0.1, 0.1], [-0.3, 0.1, 0.8]], "mulliken_charge": [-0.97, -0.13, -0.32, -0.97, -0.04, -0.64, -0.88, 0.30, 0.31, 0.27, 0.23, 0.25, 0.35, 0.29, 0.22, 0.33, -0.01, 0.22, 0.32, 0.41, 0.24, -0.77]}



3.
{"formula": "C5H14NO2", "method": "ωB97M-V with the def2-TZVPD basis set", "e_homo_ha": -0.529, "lumo_energy_ev": -4.98, "charge": 1, "species": ["C", "C", "C", "C", "N", "C", "H", "H", "H", "H", "H", "H", "H", "H", "H", "H", "H", "H", "O", "H", "H", "O"], "coordinates": [[2.298628, 1.986476, 0.642822], [1.712873, 1.749710, -0.753304], [1.047716, 0.438296, -0.996773], [-0.289078, 0.356366, -0.894536], [-0.944489, -0.935887, -1.096133], [-2.079038, -1.171199, -1.611287], [3.141476, 1.251210, 0.692065], [1.659315, 1.586760, 1.474534], [2.540992, 3.003813, 0.610639], [2.439659, 1.994860, -1.551906], [1.066051, 2.581238, -1.078433], [1.601213, -0.460344, -1.287315], [-0.939939, 1.055552, -0.408641], [-0.546483, -1.718315, -0.576671], [-2.665217, -0.355009, -2.017606], [-2.579672, -2.113740, -1.418090], [0.298301, -1.185456, 1.803567], [0.160646, -2.445423, 2.509315], [0.748560, -1.674451, 2.503318], [-2.938336, 0.095591, 1.251673], [-1.556556, 0.007315, 1.579297], [-2.172701, -0.456096, 0.984878]], "forces_ev_per_a": [[-0.2, -3.7, -0.5], [-0.2, 1.2, -1.3], [-1.2, 0.1, -0.2], [0.9, -1.2, 0.0], [0.5, -0.4, -0.1], [-0.6, 0.7, 0.6], [0.0, 1.2, 0.2], [0.1, 1.1, -0.7], [0.7, 1.3, 1.0], [0.5, -1.0, 0.6], [-0.8, -0.4, 0.8], [0.0, 0.4, 0.0], [-0.2, 0.6, -0.5], [0.2, 0.1, -0.3], [0.2, 0.0, -0.3], [0.4, -0.2, -0.4], [0.4, 0.5, 0.1], [0.4, -0.2, 0.6], [-0.8, -0.3, -0.7], [-0.2, -0.8, -0.4], [0.4, -0.6, -0.1], [-0.7, 1.6, 1.7]], "mulliken_charge": [-0.95, -0.76, -0.15, -0.59, 0.06, -0.22, 0.29, 0.27, 0.35, 0.43, 0.39, 0.40, 0.49, 0.32, 0.34, 0.31, 0.23, 0.36, -0.60, 0.32, 0.30, -0.59]}



4.
{"formula": "C5H14NO2", "method": "ωB97M-V with the def2-TZVPD basis set", "e_homo_ha": [-0.472, -0.455], "lumo_energy_ev": [-3.69, -4.27], "charge": 1, "species": ["C", "C", "C", "C", "C", "N", "O", "O", "H", "H", "H", "H", "H", "H", "H", "H", "H", "H", "H", "H", "H", "H"], "coordinates": [[-1.280629, -3.353259, -1.112582], [2.135073, 0.604982, 1.290005], [0.296152, 1.900115, -1.894741], [-1.446688, 1.737025, 0.909871], [0.053460, 0.195809, -0.199389], [1.036406, -0.304001, 0.949374], [0.691130, 0.998582, -1.033263], [-1.080513, 0.446506, 0.430930], [-0.631615, -3.941495, -1.719118], [-2.055507, -2.842231, -1.716662], [-0.772742, -2.670259, -0.541703], [2.592776, 0.854188, 0.289926], [1.921172, 1.527087, 1.793131], [2.959826, 0.101193, 1.836553], [-1.899279, -3.922490, -0.406587], [1.157819, 1.893490, -2.568028], [-0.745809, 2.196689, -2.137185], [-2.237125, 2.328487, 0.269349], [-0.552158, 2.376345, 0.908370], [-1.814630, 1.593199, 1.895862], [1.312714, -1.276437, 0.960257], [0.360169, -0.443523, 1.795631]], "forces_ev_per_a": [[-3.0, -0.9, -0.7], [3.0, -0.3, -1.7], [0.5, 0.3, -1.7], [-0.3, 2.4, -1.6], [0.6, -0.8, 1.0], [-2.6, 0.3, 2.5], [-0.5, -1.4, 2.2], [-1.2, -0.3, -1.0], [0.3, -0.5, -0.3], [0.7, -0.1, 0.0], [1.5, 1.9, 1.2], [-0.3, 0.0, 1.1], [-0.9, 0.2, 0.2], [-0.8, 0.0, -0.1], [0.5, -0.4, -0.2], [-0.9, 1.2, -0.5], [0.8, -0.6, 0.5], [1.4, -1.7, 1.0], [-0.2, 0.0, 0.3], [-0.4, 0.0, 0.8], [0.7, -0.4, -1.4], [1.0, 1.0, -1.7]], "mulliken_charge": [-0.69, -0.83, -0.36, -0.71, 0.35, -0.17, -0.29, -0.37, 0.30, 0.26, -0.14, 0.36, 0.31, 0.36, 0.31, 0.32, 0.30, 0.25, 0.35, 0.31, 0.36, 0.42]}